Record 1
The ion C4H7OS2 with charge -1. Source: the OMol25 dataset; level of theory: the ωB97M-V functional and the def2-TZVPD basis.

Cartesian coordinates (Å):
C -2.684 -2.024 -1.016
C -0.763 0.776 0.590
C 0.979 -0.743 -0.393
C -0.519 -0.527 -0.364
O -2.570 -1.231 -1.883
S -3.744 -3.328 -0.843
S -1.477 -1.881 0.403
H -0.107 0.831 1.393
H -0.342 1.585 -0.028
H -1.843 0.821 0.835
H 1.340 -1.134 0.500
H 1.327 0.164 -0.663
H 1.253 -1.470 -1.167
H -1.052 -0.381 -1.307

F_max (eV Å⁻¹): 4.05
Gap between HOMO and LUMO (eV): 7.00
Charge: -1
SMILES string: CC(C)SC([O-])=S
E_HOMO (eV): -3.48
Relative energy (zero: lowest compared OMol25 entry of this formula, charge and spin) (kJ/mol): 16.62
LUMO (eV): 3.5


Record 2
A structure of composition C23H24F5InN8SSe. Source: the OMol25 dataset; level of theory: the ωB97M-V functional and the def2-TZVPD basis.

Cartesian coordinates (Å):
In -0.863 -0.777 -0.546
C -0.766 -5.855 1.208
N -1.113 -5.308 -0.105
C -0.211 -5.683 -1.185
C -1.630 -4.033 -0.170
N -1.400 -3.166 -1.082
N -2.507 -3.751 0.877
C -3.046 -2.532 1.231
N -4.028 -2.633 2.187
N -2.671 -1.430 0.706
H -0.276 -6.812 1.055
H -1.647 -6.052 1.819
H -0.089 -5.197 1.760
H 0.024 -6.739 -1.086
H 0.724 -5.111 -1.166
H -0.702 -5.541 -2.148
H -0.690 -3.480 -1.733
H -2.906 -4.555 1.327
H -4.008 -3.426 2.808
H -4.277 -1.770 2.643
H -3.099 -0.609 1.122
F 3.418 2.886 2.941
C 2.961 1.782 2.352
C 2.811 1.743 0.977
F 3.149 2.808 0.245
C 2.341 0.593 0.373
F 2.213 0.601 -0.965
C 2.007 -0.538 1.102
Se 1.240 -2.085 0.279
C 2.185 -0.472 2.475
F 1.876 -1.520 3.247
C 2.658 0.664 3.104
F 2.821 0.688 4.428
N -1.662 1.895 -3.242
C -0.796 0.894 -3.247
S -1.357 -0.736 -3.094
N 0.497 1.135 -3.439
C 1.116 2.427 -3.357
C 0.927 3.192 -2.215
C 1.530 4.438 -2.138
C 2.332 4.894 -3.175
C 2.533 4.105 -4.300
C 1.916 2.868 -4.401
H -2.585 1.685 -2.904
H -1.330 2.843 -3.162
H 1.093 0.320 -3.427
H 0.339 2.761 -1.399
H 1.399 5.038 -1.246
H 2.815 5.860 -3.102
H 3.165 4.457 -5.105
H 2.050 2.247 -5.278
N -0.971 1.220 -0.239
C -0.844 1.668 1.031
C -0.748 0.884 2.222
C -0.608 1.440 3.483
C -0.559 2.815 3.667
C -0.672 3.619 2.532
C -0.817 3.077 1.272
H -0.728 -0.201 2.139
H -0.511 0.778 4.339
H -0.440 3.247 4.651
H -0.651 4.699 2.637
H -0.930 3.740 0.419

F_max (eV Å⁻¹): 0.16
Gap between HOMO and LUMO (eV): 5.50
E_HOMO (eV): -5.54
Relative energy (zero: lowest compared OMol25 entry of this formula, charge and spin) (kJ/mol): 64.43
LUMO (eV): 0.0


Record 3
A cluster of 8 separate species, C7H31N14O8 in total. Source: the OMol25 dataset; level of theory: the ωB97M-V functional and the def2-TZVPD basis.

Cartesian coordinates (Å):
O -9.497 -22.966 32.537
H -10.435 -22.676 32.768
H -9.413 -22.936 31.553
H -9.238 -23.841 32.899
C -10.122 -26.727 32.337
O -9.655 -25.619 32.605
N -11.439 -27.016 32.340
N -9.311 -27.711 31.813
H -12.121 -26.465 32.842
H -11.771 -27.921 32.058
H -8.339 -27.491 31.955
H -9.602 -28.673 31.837
C -12.676 -21.205 32.753
O -11.693 -21.824 32.311
N -12.983 -21.268 34.073
N -13.463 -20.490 31.936
H -13.718 -20.730 34.489
H -12.393 -21.918 34.564
H -13.170 -20.437 30.972
H -14.269 -19.968 32.226
C -12.111 -20.127 28.517
O -13.158 -20.022 27.904
N -11.828 -21.232 29.282
N -11.042 -19.275 28.350
H -12.364 -22.058 29.093
H -11.024 -21.286 29.880
H -10.078 -19.484 28.516
H -11.285 -18.339 28.074
C -10.067 -20.853 35.800
O -10.253 -21.912 35.217
N -9.870 -20.749 37.146
N -9.762 -19.666 35.135
H -9.712 -19.840 37.540
H -9.948 -21.547 37.747
H -8.939 -19.233 35.518
H -9.871 -19.731 34.138
C -8.066 -25.823 35.643
O -8.454 -24.752 35.185
N -8.816 -26.975 35.560
N -6.900 -25.923 36.335
H -9.589 -26.856 34.928
H -8.327 -27.854 35.510
H -6.697 -26.801 36.777
H -6.440 -25.078 36.617
C -12.759 -25.163 35.343
O -12.985 -26.171 34.680
N -11.542 -24.576 35.408
N -13.763 -24.507 36.011
H -11.422 -23.624 35.707
H -10.807 -25.063 34.929
H -13.591 -23.921 36.808
H -14.667 -24.947 35.996
C -9.243 -24.100 29.126
O -9.661 -23.338 30.010
N -9.295 -25.438 29.273
N -8.596 -23.639 28.025
H -9.694 -25.777 30.137
H -8.795 -26.127 28.741
H -8.610 -22.665 27.791
H -7.985 -24.256 27.522

F_max (eV Å⁻¹): 2.13
Gap between HOMO and LUMO (eV): 9.89
Charge: +1
E_HOMO (eV): -11.70
Relative energy (zero: lowest compared OMol25 entry of this formula, charge and spin) (kJ/mol): 29.54
LUMO (eV): -1.8


Record 4
A structure of composition C30H23ClN2O6PYb. Source: the OMol25 dataset; level of theory: the ωB97M-V functional and the def2-TZVPD basis.

Cartesian coordinates (Å):
C -0.981 -1.963 2.153
C -0.840 -2.142 0.744
C 0.487 -2.585 0.488
H -1.622 -2.008 -0.009
C 1.177 -2.670 1.734
C 0.265 -2.297 2.773
H 0.489 -2.259 3.848
H -1.896 -1.656 2.663
H 0.885 -2.845 -0.495
H 2.220 -2.959 1.877
Yb 0.931 0.075 1.830
Cl 2.552 1.232 0.407
P -0.054 -0.033 -2.382
C 1.217 -1.089 -3.159
C 0.969 -1.892 -4.287
H -0.015 -1.886 -4.759
C 1.984 -2.705 -4.800
H 1.784 -3.319 -5.681
C 3.244 -2.727 -4.196
H 4.032 -3.361 -4.604
C 3.494 -1.932 -3.071
H 4.480 -1.936 -2.609
C 2.486 -1.136 -2.540
H 2.660 -0.532 -1.643
C -1.659 -0.529 -3.084
C -2.074 -1.874 -2.952
H -1.380 -2.625 -2.567
C -3.373 -2.244 -3.297
H -3.679 -3.285 -3.200
C -4.286 -1.286 -3.751
H -5.306 -1.578 -4.005
C -3.886 0.049 -3.868
H -4.595 0.799 -4.218
C -2.589 0.434 -3.528
H -2.291 1.482 -3.597
C 0.300 1.656 -2.972
C 0.829 1.887 -4.253
H 1.063 1.043 -4.904
C 1.054 3.198 -4.687
H 1.446 3.367 -5.693
C 0.779 4.278 -3.844
H 0.946 5.297 -4.197
C 0.298 4.046 -2.551
H 0.094 4.885 -1.890
C 0.088 2.748 -2.100
H -0.216 2.549 -1.070
O -1.575 3.370 3.216
C -0.837 2.391 3.106
O -0.407 1.798 2.037
C -0.356 1.781 4.432
C 0.828 1.021 4.577
C 1.130 0.409 5.821
C 0.330 0.596 6.948
C -0.847 1.341 6.799
C -1.189 1.912 5.555
N -1.780 1.499 7.879
O -1.535 1.006 8.998
O -2.830 2.136 7.643
N 2.206 -0.549 5.902
O 2.759 -0.949 4.846
O 2.536 -0.963 7.032
H 1.589 0.927 3.782
H 0.584 0.133 7.894
H -2.117 2.474 5.478

F_max (eV Å⁻¹): 3.67
Gap between HOMO and LUMO (alpha / beta) (eV): 5.45 / 5.45
E_HOMO (alpha / beta) (eV): -7.91 / -7.91
LUMO (alpha / beta) (eV): -2.5 / -2.5
Multiplicity: 2


Record 5
The ion C4H12N2 with charge +1. Source: the OMol25 dataset; level of theory: the ωB97M-V functional and the def2-TZVPD basis.

Cartesian coordinates (Å):
N -1.431 0.139 1.282
C -0.834 -0.802 0.342
C 0.358 -1.634 0.872
C -0.535 0.039 -1.016
N 0.421 1.101 -1.089
C 1.815 1.093 -0.562
H -1.438 1.094 0.951
H -1.064 0.195 2.223
H -1.702 -1.470 0.135
H 0.537 -1.382 1.926
H 1.254 -1.457 0.276
H 0.046 -2.696 0.698
H -1.446 0.203 -1.561
H 0.085 -0.677 -1.642
H -0.096 1.942 -0.792
H 2.470 1.560 -1.302
H 1.846 1.570 0.426
H 2.130 0.060 -0.621

F_max (eV Å⁻¹): 4.72
Gap between HOMO and LUMO (alpha / beta) (eV): 11.00 / 5.59
Charge: +1
E_HOMO (alpha / beta) (eV): -14.20 / -13.66
Relative energy (zero: lowest compared OMol25 entry of this formula, charge and spin) (kJ/mol): 133.04
LUMO (alpha / beta) (eV): -3.2 / -8.1
Multiplicity: 2


Record 6
A structure of composition C14H30NO3P2Pb. Source: the OMol25 dataset; level of theory: the ωB97M-V functional and the def2-TZVPD basis.

Cartesian coordinates (Å):
Pb 0.114 1.072 0.936
P 2.450 -0.458 0.433
C 2.403 -0.639 -1.341
C 1.192 -0.901 -2.037
N -0.011 -0.409 -1.532
C -1.167 -0.970 -1.944
C -1.238 -1.998 -2.895
C -0.053 -2.456 -3.478
C 1.144 -1.853 -3.113
C -2.477 -0.506 -1.323
P -2.321 1.172 -0.553
H 2.100 -2.159 -3.534
H -2.206 -2.451 -3.139
H -0.074 -3.228 -4.250
H -3.271 -0.500 -2.102
H -2.749 -1.216 -0.512
H 2.664 1.665 -2.536
H 3.341 -0.615 -1.921
H 0.922 3.062 -2.068
O 2.573 2.606 -2.464
H 3.446 2.886 -2.194
H -0.011 2.883 -0.704
O 0.119 3.485 -1.554
H 0.476 4.287 -1.136
C -2.641 2.215 -2.025
H -3.593 1.917 -2.493
H -2.714 3.268 -1.705
H -1.832 2.094 -2.765
C -3.914 1.267 0.366
H -4.076 2.322 0.649
H -4.775 0.906 -0.233
H -3.813 0.658 1.284
C 2.119 -2.191 0.907
H 3.046 -2.770 0.829
H 1.750 -2.263 1.934
H 1.363 -2.622 0.239
C 4.194 -0.145 0.786
H 4.302 0.052 1.854
H 4.831 -0.994 0.538
H 4.541 0.739 0.246
C 0.282 0.315 4.278
C -0.370 -0.841 3.532
C -1.544 -1.469 4.266
O -0.737 -0.487 2.221
H -0.412 1.160 4.406
H 1.179 0.698 3.765
H 0.582 -0.043 5.272
H 0.399 -1.628 3.425
H -2.339 -0.750 4.473
H -1.964 -2.289 3.683
H -1.232 -1.879 5.228

F_max (eV Å⁻¹): 3.00
Gap between HOMO and LUMO (alpha / beta) (eV): 4.91 / 4.91
Charge: +3
E_HOMO (alpha / beta) (eV): -17.68 / -17.68
Relative energy (zero: lowest compared OMol25 entry of this formula, charge and spin) (kJ/mol): 0.00
LUMO (alpha / beta) (eV): -12.8 / -12.8